Entry 1:
95
Properties=species:S:1:pos:R:3:lowdin_charge:R:1 method="wB97M-V/def2-TZVPD" de_lowest_kj_mol=68.10 largest_force_ev_per_a=3.928 total_charge=-2 multiplicity=1 homo_ev="-2.63 / -2.63"
C 2.353 -5.178 5.181 -0.751
C -4.325 -1.827 -0.876 -0.059
H 4.135 -4.121 5.644 0.061
C 1.895 -2.445 0.898 -0.248
C -1.400 4.475 5.438 -0.124
H 0.773 1.363 5.177 0.121
H -2.374 4.522 5.916 0.094
C -0.562 3.660 -3.339 -0.188
H -2.078 3.280 3.797 0.079
H -5.200 -1.176 -1.183 0.120
H 2.867 -4.171 -1.693 0.094
C 0.790 -3.488 -4.304 0.000
C -0.225 5.032 5.973 -0.767
C 1.073 -4.406 -5.275 -0.127
N 0.813 0.159 2.013 0.032
H 1.942 5.398 5.916 0.085
C 0.645 1.242 2.878 -0.207
C 1.273 -5.323 4.284 -0.138
I -0.451 6.154 7.699 0.808
S -2.935 -0.329 2.820 -0.063
C 1.794 -2.780 -3.669 -0.210
H 0.495 1.966 -4.872 0.102
H 0.255 -4.962 -5.708 0.095
C -1.691 3.390 -4.076 -0.003
C -1.184 3.732 4.261 -0.024
H 3.872 -2.380 -3.645 0.126
C 0.519 1.561 -2.798 -0.264
C 2.427 -3.553 -0.975 -0.086
C -2.141 4.366 -4.945 -0.195
I -2.281 6.795 -6.518 0.835
I 2.638 -6.445 6.809 0.804
Pb -0.601 -0.071 -0.178 1.381
C 0.986 -4.263 3.388 0.004
C 1.090 4.829 5.548 -0.146
Br -0.669 -4.490 -0.289 0.837
H 0.493 -6.119 4.424 0.107
S -3.541 2.357 0.386 -0.016
I 2.744 -5.549 -7.579 0.730
C 3.008 -3.119 4.109 -0.024
C 3.408 -3.810 -5.147 -0.157
C 0.168 2.525 2.576 -0.100
C -3.239 -1.833 -1.665 -0.254
N -2.166 -2.647 -1.552 0.065
C 0.753 1.165 -4.198 0.008
O -4.091 -0.581 -3.574 -0.020
C -0.084 3.025 -0.945 -0.299
C -0.008 3.019 1.292 -0.217
C 1.663 -2.131 2.278 -0.103
H 0.344 6.678 -4.678 0.088
H -3.071 -3.876 1.528 0.108
C -0.571 4.312 0.877 -0.023
S -4.993 2.394 4.001 -0.128
C -0.600 4.331 -0.469 -0.015
O -1.995 -0.232 -2.847 -0.112
As -4.091 1.375 2.425 -0.337
H -0.175 -3.270 -3.955 0.117
N 0.842 0.496 -2.050 0.006
C -0.217 5.769 -4.508 -0.132
C 0.054 3.493 3.706 -0.204
C 2.391 -4.446 -5.767 -0.689
H -4.957 -2.322 1.161 0.108
H -1.009 5.137 -1.077 0.109
H -0.985 5.027 1.597 0.114
H 1.154 4.945 -3.007 0.136
C -0.051 2.692 -2.272 -0.096
C 1.168 -0.595 -2.879 -0.190
C -3.150 -3.280 0.594 -0.142
C 2.620 -3.568 0.351 -0.050
H -0.004 -4.295 2.886 0.110
N 0.173 2.292 0.122 -0.006
C -4.182 -2.383 0.382 -0.122
H -3.079 4.107 -5.463 0.104
C 0.906 0.760 4.256 -0.003
H 1.446 -0.620 -5.104 0.076
C 3.080 -2.965 -4.074 -0.036
S -5.407 1.331 0.588 -0.022
H 1.358 -1.264 4.916 0.095
H 4.447 -3.808 -5.479 0.099
C 1.256 -0.893 2.784 -0.243
H 3.667 -2.273 4.008 0.119
N 1.291 -1.715 -0.119 0.026
C -3.127 -0.803 -2.846 -0.665
C 1.187 -0.533 4.173 -0.030
C 1.202 -0.090 -4.274 0.026
C -2.157 -3.363 -0.394 -0.758
H -2.179 2.436 -3.866 0.137
C 0.196 4.835 -3.569 -0.035
C 1.186 3.968 4.403 -0.012
C 1.525 -1.873 -2.516 -0.099
H 3.258 -4.315 0.974 0.143
H 2.126 3.776 4.002 0.093
C 3.281 -4.118 5.031 -0.163
C 1.901 -3.184 3.205 -0.206
C -1.425 5.476 -5.187 -0.778
C 1.741 -2.365 -1.271 -0.313

---

Entry 2:
19
Properties=species:S:1:pos:R:3:nbo_charge:R:1 method="wB97M-V/def2-TZVPD" largest_force_ev_per_a=3.686 multiplicity=1 homo_ev="-7.16 / -7.16"
O -1.630 0.125 0.478 -0.611
H -3.511 0.142 -0.391 0.182
H -2.868 1.717 0.183 0.192
Li -0.003 0.597 1.555 0.912
H 3.708 -0.152 -0.847 0.209
H -0.070 -2.765 0.111 0.148
H 1.409 0.569 -0.582 0.316
C -0.110 -1.671 0.305 -0.074
C 3.174 0.754 -0.542 -0.450
H 2.727 0.502 1.237 0.275
H 0.152 -1.177 -0.660 0.110
C -1.570 -1.296 0.472 -0.106
O 0.823 -1.245 1.231 -0.945
H -2.144 -1.686 -0.388 0.170
C 2.101 0.555 0.311 -0.569
H -2.043 -1.749 1.360 0.167
C -2.937 0.645 0.404 -0.248
H -3.477 0.499 1.354 0.172
H 3.072 1.475 -1.360 0.151

---

Entry 3:
49
Properties=species:S:1:pos:R:3:nbo_charge:R:1 method="wB97M-V/def2-TZVPD" smiles="CCOC(=O)c1ccc(N2C(=O)C[C@H](SC[C@H](N)C(=O)OCC)C2=O)cc1" de_lowest_kj_mol=6.27 largest_force_ev_per_a=0.792 multiplicity=1 homo_ev=-8.99
O 5.513 2.617 0.866 -0.600
C 6.977 2.378 3.084 -0.073
C -3.777 -0.338 -1.235 -0.169
N -4.547 -1.530 -0.915 -0.824
H 3.455 1.843 -0.321 0.239
S -1.752 -2.262 -1.435 0.228
C -1.641 -2.008 0.388 -0.434
C -0.953 -3.196 1.035 -0.515
H -2.654 -1.815 0.735 0.266
H 1.421 0.459 -0.637 0.232
H -5.498 1.983 -3.982 0.201
H -7.441 1.034 -2.781 0.223
C -0.699 -0.847 0.590 0.699
H -7.836 1.250 -4.490 0.220
H -1.437 -3.495 1.966 0.253
O -4.903 0.146 -3.261 -0.523
H 4.175 -0.053 3.429 0.233
C 5.148 1.828 1.703 0.782
C 2.434 -0.712 2.379 -0.235
H -5.413 -1.281 -0.449 0.368
H -3.513 0.165 -0.298 0.231
C 0.452 -2.719 1.339 0.711
H 9.078 2.286 2.656 0.216
O 1.367 -3.371 1.756 -0.550
C 8.179 1.726 2.415 -0.634
H -0.915 -4.070 0.385 0.255
H 8.045 1.721 1.336 0.224
C -2.507 -0.707 -1.998 -0.540
C -4.614 0.649 -2.057 0.783
C 3.936 0.980 1.569 -0.168
C 3.570 0.056 2.544 -0.152
C 1.663 -0.566 1.231 0.236
H -7.463 -0.364 -3.870 0.209
H 7.097 2.407 4.169 0.188
H -4.775 -2.035 -1.766 0.368
H 6.833 3.392 2.696 0.200
H -1.773 0.093 -1.913 0.247
H -2.727 -0.898 -3.048 0.242
O -5.012 1.706 -1.647 -0.588
H 2.149 -1.430 3.132 0.234
C -7.220 0.693 -3.790 -0.635
H 8.293 0.702 2.762 0.210
C 2.024 0.351 0.251 -0.232
O -0.920 0.314 0.365 -0.573
O 5.785 1.625 2.863 -0.508
C 3.154 1.123 0.425 -0.145
N 0.503 -1.359 1.054 -0.514
C -5.751 0.926 -4.109 -0.075
H -5.510 0.602 -5.123 0.190

---

Entry 4:
15
Properties=species:S:1:pos:R:3:nbo_charge:R:1 method="wB97M-V/def2-TZVPD" de_lowest_kj_mol=128.87 largest_force_ev_per_a=4.125 multiplicity=1 homo_ev="-8.05 / -8.05"
N 1.870 0.824 -0.858 0.000
Cl 1.299 -2.910 -0.197 -0.348
Si 0.472 -1.264 -0.989 1.468
C 1.201 1.511 -0.023 -0.091
H -2.328 0.041 0.967 0.205
N -0.494 -0.297 0.028 -0.898
H -0.871 1.726 0.338 0.193
H 0.013 0.937 1.646 0.189
H -0.026 -1.510 -2.323 -0.178
H 1.513 2.507 0.279 0.196
C -1.711 -0.794 0.637 -0.405
H -1.505 -1.434 1.500 0.190
O 2.926 1.041 -1.466 -0.502
H -2.280 -1.372 -0.089 0.199
C -0.078 0.994 0.550 -0.219